{"formula": "C14H16", "method": "the ωB97M-V functional and the def2-TZVPD basis", "species": ["C", "C", "C", "C", "C", "C", "C", "H", "H", "H", "H", "H", "H", "H", "H", "C", "C", "C", "C", "C", "C", "C", "H", "H", "H", "H", "H", "H", "H", "H"], "xyz": [[-1.812554, -2.360258, 0.694466], [-1.308507, 0.985263, -1.046645], [-0.977097, -0.195274, -0.394721], [-2.511593, 1.109155, -1.717267], [-1.864990, -1.264246, -0.339039], [-3.255356, -0.061296, -1.930896], [-2.932160, -1.210783, -1.245900], [-0.628659, 1.829940, -1.028685], [-0.016202, -0.216892, 0.104407], [-2.947493, 2.061582, -1.990808], [-4.116360, -0.007820, -2.583710], [-1.513801, -1.933392, 1.648514], [-1.132028, -3.163019, 0.420367], [-3.457536, -2.130997, -1.418018], [-2.818860, -2.743826, 0.807199], [1.285214, -0.928775, 2.542366], [1.822057, -0.063975, 1.422359], [1.719638, 1.296682, 1.605467], [2.277774, -0.653102, 0.241189], [2.165396, 2.144606, 0.607384], [2.778855, 0.234962, -0.711757], [2.658709, 1.599807, -0.567933], [0.455510, -0.496416, 3.100993], [2.028882, -1.197796, 3.291762], [1.345899, 1.776870, 2.501992], [2.431170, -1.723705, 0.260734], [2.150647, 3.220400, 0.720450], [3.130504, -0.233952, -1.602959], [3.037502, 2.238251, -1.362350], [0.901068, -1.871029, 2.137995]], "atomic_forces_ev_per_a": [[0.2, 0.3, -0.5], [-0.1, 0.4, -0.3], [0.2, 0.1, 0.4], [-0.5, -0.8, 0.1], [-0.2, 0.6, -0.5], [0.0, 0.9, 0.1], [0.5, -0.4, 0.2], [0.0, -0.1, 0.2], [-0.4, -0.1, 0.1], [0.4, 0.0, -0.4], [-0.1, -0.2, 0.1], [0.1, -0.1, 0.1], [0.1, -0.2, 0.1], [-0.6, -0.2, 0.1], [-0.1, -0.3, 0.1], [-0.2, -0.8, -0.1], [-1.0, -1.1, 1.3], [0.5, 1.1, -0.5], [1.1, 1.7, 1.4], [0.1, 0.0, -0.5], [-0.9, -1.4, -0.1], [0.6, 0.4, -0.3], [0.0, 0.4, -0.2], [0.3, 0.1, -0.1], [-0.1, -0.5, 0.2], [-0.2, 0.0, -0.6], [-0.1, 0.0, 0.1], [0.5, 0.2, -0.7], [-0.1, 0.0, 0.1], [0.1, 0.0, 0.0]], "lumo_ev": 0.986, "fmax_ev_per_a": 2.40, "homo_ev": -8.69, "orbital_gap_ev": 9.7}